This record from the Open Molecules 2025 dataset describes 2 unconnected molecules or ions with the total composition C6H13NOS at a distorted geometry. The level of theory is ωB97M-V/def2-TZVPD.

Computed properties:
- E: -764.349088 Ha
- Orbital gap (spin up / spin down): 6.16 / 7.43 eV
- E_HOMO (spin up / spin down): -5.435 / -8.674 eV
- ⟨S²⟩: 2.01
- Energy relative to the best compared isomer or geometry (same formula, charge and spin): 39.8 kcal per mole

ORCA input file:
```
! wB97M-V def2-TZVPD RIJCOSX def2/J DEFGRID3
* xyz 0 3
C 0.9028 0.2683 0.1470
C -3.7452 0.8559 0.5021
C -2.1022 -0.0881 -1.2219
C 2.0390 -1.8457 0.0182
C 3.3637 0.2272 -0.0043
C -2.4664 0.1838 0.0126
N 1.9949 -0.4206 -0.0031
O -1.7488 -0.2716 1.0035
S 0.8660 1.9200 0.5756
H -4.2500 1.3927 -0.2075
H -4.4476 0.1551 0.8794
H -3.2354 1.5701 1.3232
H -0.4086 1.9673 0.0977
H -1.2060 -0.7094 -1.2242
H -2.4893 0.4054 -2.1488
H 2.8593 -2.1115 0.7633
H 1.1458 -2.3673 0.0271
H 2.5162 -2.1552 -1.0360
H 4.2109 -0.5766 0.1448
H 3.5645 0.6726 -1.0368
H 3.4898 1.0659 0.6665
H -0.8535 -0.1384 0.7216
*
```

This record from the Open Molecules 2025 dataset describes 2 unconnected molecules or ions with the total composition C14H23BrN3O at a distorted geometry. The level of theory is ωB97M-V/def2-TZVPD.

Computed properties:
- E: -3360.309233 Ha
- Orbital gap: 5.34 eV
- E_HOMO: -13.024 eV

ORCA input file:
```
! wB97M-V def2-TZVPD RIJCOSX def2/J DEFGRID3
* xyz 1 1
C 3.4618 -3.5556 3.3169
C 2.4096 -2.3487 3.1476
Br 2.1677 -1.5029 4.9295
C 2.8316 -1.2528 2.0611
N 3.3088 -0.4268 1.3077
C 0.9795 -2.9646 2.7029
C -0.2827 -2.4077 3.5135
N -1.2141 -1.9699 4.1304
H 3.5651 -3.7503 4.4552
H 4.5079 -3.2707 2.9279
H 3.1151 -4.5465 2.8618
H 0.9618 -4.1116 2.8129
H 0.7818 -2.7569 1.5817
C -2.8948 1.8010 -0.7723
C -1.8101 0.7197 -0.5297
C -0.7244 1.2746 0.4223
C 0.2085 2.2756 -0.2397
C 0.8108 1.6957 -1.5133
C -0.2497 1.1505 -2.5044
N -1.2475 0.2595 -1.8365
O -0.6629 -0.9068 -1.6313
C -0.9728 2.3295 -3.2024
C 0.4912 0.4462 -3.6756
C -2.5723 -0.4030 0.2163
H -2.4872 2.7966 -0.9385
H -3.5328 1.5393 -1.6215
H -3.5495 1.9041 0.0970
H -0.1179 0.4489 0.8153
H -1.1965 1.7439 1.2913
H -0.3164 3.2099 -0.4588
H 1.0125 2.5359 0.4567
H 1.4198 2.4633 -2.0012
H 1.5033 0.8923 -1.2320
H -1.8226 1.9766 -3.7943
H -0.2977 2.8485 -3.8888
H -1.3260 3.0964 -2.5173
H 1.1507 -0.3570 -3.3362
H 1.1266 1.1542 -4.2140
H -0.2186 0.0275 -4.3958
H -3.3518 -0.8450 -0.4125
H -3.0596 -0.0118 1.1134
H -1.9066 -1.2010 0.5549
*
```

This record from the Open Molecules 2025 dataset describes a molecular structure, C22H26N6PdSSi at a distorted geometry. The level of theory is ωB97M-V/def2-TZVPD.

Computed properties:
- E: -1997.929034 Ha
- Orbital gap: 7.48 eV
- E_HOMO: -7.554 eV

ORCA input file:
```
! wB97M-V def2-TZVPD RIJCOSX def2/J DEFGRID3
* xyz 0 1
Pd 1.6564 -0.3638 -1.3537
N 5.2051 -0.4002 1.1521
C 4.0367 -0.2033 0.5111
S 4.0030 -0.6271 -1.1816
N 3.0622 0.3237 1.2382
N 1.9212 0.4570 0.5173
C 0.7976 0.7042 1.1102
C 0.6377 0.8450 2.5743
C 1.2101 1.9204 3.2461
C 1.0507 2.0463 4.6160
C 0.3282 1.0943 5.3241
C -0.2347 0.0160 4.6588
C -0.0841 -0.1075 3.2842
C -0.3580 0.7471 0.2095
C -1.6592 0.7861 0.4981
C -2.6933 0.6976 -0.5770
C -2.4557 1.0107 -2.7532
C -0.9438 0.9460 -3.0358
N 0.0143 0.6111 -1.1709
H 5.9887 -0.7920 0.6666
H 5.2952 -0.0893 2.1034
H 1.7884 2.6485 2.6922
H 1.4967 2.8856 5.1334
H 0.2086 1.1918 6.3953
H -0.7896 -0.7334 5.2078
H -0.5180 -0.9543 2.7653
H -1.9607 0.8565 1.5360
H -3.6602 0.4494 -0.1437
H -3.1134 1.0246 -3.6180
H -0.5999 0.9684 -4.0659
C 0.4394 3.9881 -1.2605
C -0.5992 2.9560 -1.5542
C -1.9039 3.0797 -1.3304
C -2.8262 1.9350 -1.5681
C -2.3422 -0.2100 -1.7980
C -0.8245 -0.3052 -2.0940
N -0.0895 1.7438 -2.1206
N -0.0726 -1.4390 -2.2672
Si -0.2788 -2.9638 -1.5141
C -0.2723 -4.2874 -2.8337
C 1.0997 -3.4036 -0.3253
C -1.8601 -3.1323 -0.4940
H -0.0076 4.8906 -0.8453
H 0.9936 4.2420 -2.1652
H 1.1683 3.5988 -0.5442
H -2.2870 4.0138 -0.9362
H -3.8609 2.2696 -1.6124
H -2.9093 -1.1259 -1.9226
H 0.6447 -4.2208 -3.4232
H -1.1154 -4.1699 -3.5184
H -0.3245 -5.2911 -2.4041
H 2.0963 -3.3132 -0.7624
H 0.9577 -4.4500 -0.0346
H 1.0919 -2.7995 0.5871
H -2.7335 -3.3898 -1.0979
H -2.1047 -2.2323 0.0757
H -1.7093 -3.9431 0.2239
*
```

This record from the Open Molecules 2025 dataset describes 6 unconnected molecules or ions with the total composition C5H21NO7 at a distorted geometry. The level of theory is ωB97M-V/def2-TZVPD.

Computed properties:
- E: -784.513504 Ha
- Orbital gap (spin up / spin down): 2.27 / 9.64 eV
- E_HOMO (spin up / spin down): 0.606 / -6.892 eV
- ⟨S²⟩: 0.75
- Energy relative to the best compared isomer or geometry (same formula, charge and spin): 0.0 kcal per mole

ORCA input file:
```
! wB97M-V def2-TZVPD RIJCOSX def2/J DEFGRID3
* xyz -1 2
O -0.4601 -1.3347 -0.0772
C 0.3691 -1.2045 0.8158
N 1.5420 -0.5349 0.5835
C 2.6365 -0.6198 1.5208
O 2.7884 -1.9399 2.0304
C -0.1572 -1.3934 2.2479
C -0.3655 0.0149 2.8873
C -1.5639 0.6769 2.2374
H 1.7096 -0.2102 -0.3663
H 3.5592 -0.3012 1.0092
H 2.6009 0.0345 2.4050
H 3.3287 -2.3833 1.3779
H -1.0640 -1.9874 2.1271
H 0.5326 -1.9977 2.8464
H 0.4775 0.7085 2.9036
H -0.5631 -0.1856 3.9403
H -2.5441 0.2752 2.5668
H -1.6426 0.5471 1.1495
H -1.8014 1.7440 2.3163
H -1.8912 1.2286 -2.6976
H -2.8688 1.8213 -1.6013
O -2.2359 2.0444 -2.2867
H 2.1074 0.5178 -2.5469
H 2.4510 1.6201 -1.8051
O 2.7502 0.6987 -1.8343
H -0.4621 2.7988 -2.6656
H 0.1449 4.2189 -2.5364
O 0.3711 3.2893 -2.7603
H 0.0421 -2.6192 -3.0744
H 0.6487 -1.8691 -1.9206
O 0.7250 -1.9434 -2.8908
H -3.8046 -0.8041 -1.2028
H -3.2822 -0.4280 -2.6210
O -4.0785 -0.4828 -2.0777
*
```

This record from the Open Molecules 2025 dataset describes C11H13F2N in the gas phase at a distorted geometry. The level of theory is ωB97M-V/def2-TZVPD.

Computed properties:
- E: -681.275299 Ha
- Orbital gap (spin up / spin down): 7.01 / 6.56 eV
- E_HOMO (spin up / spin down): -7.797 / -7.406 eV
- Energy relative to the best compared isomer or geometry (same formula, charge and spin): 77.6 kcal per mole

ORCA input file:
```
! wB97M-V def2-TZVPD RIJCOSX def2/J DEFGRID3
* xyz 0 1
C -3.6130 -1.2832 -0.0730
C -3.0034 -2.3867 0.5107
C -2.8941 -0.2286 -0.6723
C -1.5982 -2.4123 0.4699
C -1.4728 -0.2512 -0.7060
C -0.7953 -1.3576 -0.0765
C 0.5464 -1.6192 -0.1836
C 3.0406 -0.5790 -0.5121
C 1.1967 3.2243 0.0849
C 1.7294 1.8241 -0.2567
C 1.3425 0.6571 0.5912
N 1.5783 -0.6999 -0.0074
F 3.8768 -0.2266 0.6035
F 3.5027 -1.8581 -0.7382
H -4.6916 -1.2148 0.0257
H -3.6300 -3.0526 1.0686
H -3.4734 0.6160 -1.0631
H -0.9269 -3.1095 0.9762
H -0.9831 0.6950 -0.8736
H 0.8579 -2.6070 -0.4841
H 1.4581 3.4906 1.1555
H 1.4436 4.0341 -0.6488
H 0.0412 3.3478 0.1303
H 2.7879 2.0839 -0.3367
H 1.4530 1.4622 -1.1937
H 1.8972 0.6857 1.4827
H 0.3295 0.7655 0.7266
*
```

This record from the Open Molecules 2025 dataset describes C8H14Si in the gas phase at a distorted geometry. The level of theory is ωB97M-V/def2-TZVPD.

Computed properties:
- E: -602.566877 Ha
- Orbital gap (spin up / spin down): 8.25 / 8.65 eV
- E_HOMO (spin up / spin down): -7.276 / -9.637 eV
- ⟨S²⟩: 2.02

ORCA input file:
```
! wB97M-V def2-TZVPD RIJCOSX def2/J DEFGRID3
* xyz 0 3
C -0.3583 -0.3610 3.5129
C -0.6052 -0.1737 2.3425
C -2.1976 -1.6888 0.0863
C -2.3229 -0.2554 0.5327
C -0.8994 0.1064 1.0251
C -0.1792 0.8049 -1.9253
C 1.6533 -1.1649 -0.3403
C 1.5114 1.8299 0.4892
Si 0.5095 0.3611 -0.2039
H -0.1317 -0.5070 4.5268
H -2.1027 -2.4492 0.8408
H -1.7270 -1.8859 -0.8607
H -2.6103 0.3953 -0.2908
H -3.0403 -0.1502 1.3467
H -0.6515 1.7837 -1.9213
H 0.6217 0.8318 -2.6592
H -0.9145 0.0870 -2.2755
H 1.1211 -2.0375 -0.7092
H 2.4875 -0.9780 -1.0102
H 2.0645 -1.4198 0.6324
H 2.3081 2.1212 -0.1881
H 0.8804 2.6980 0.6520
H 1.9615 1.5736 1.4434
*
```

This record from the Open Molecules 2025 dataset describes 2 unconnected molecules or ions with the total composition C10H20N2O5. The level of theory is ωB97M-V/def2-TZVPD.

Computed properties:
- SMILES: COC[C@H]1NC(=O)C[C@@H]1CN.COC(=O)OC
- E: -878.735828 Ha
- Orbital gap: 9.92 eV
- E_HOMO: -9.398 eV
- Energy relative to the best compared isomer or geometry (same formula, charge and spin): 0.0 kcal per mole

ORCA input file:
```
! wB97M-V def2-TZVPD RIJCOSX def2/J DEFGRID3
* xyz 0 1
C 0.3200 3.2689 -1.2677
O 0.5414 2.4582 -0.1350
C 0.3819 1.0647 -0.2871
C -0.8664 0.5298 0.4088
N -0.7353 0.6780 1.8667
C -1.7695 1.5187 2.3446
O -1.7376 2.1174 3.3839
C -2.8887 1.5158 1.3268
C -2.1611 1.2826 0.0044
C -3.0031 0.5752 -1.0558
N -2.5162 0.6554 -2.4276
H 0.2873 2.6724 -2.1863
H 1.1464 3.9777 -1.3445
H -0.6122 3.8358 -1.1813
H 0.3656 0.7969 -1.3507
H 1.2530 0.5821 0.1639
H -0.9222 -0.5332 0.1402
H -0.6871 -0.1933 2.3769
H -3.5185 0.6506 1.5688
H -3.4883 2.4211 1.3759
H -1.8661 2.2612 -0.3869
H -3.0857 -0.4871 -0.8035
H -4.0195 0.9773 -1.0171
H -2.2077 1.5951 -2.6518
H -1.7267 0.0390 -2.5764
C 2.0487 -1.7460 2.2048
O 2.6001 -2.9381 1.6360
C 2.7868 -2.8691 0.3183
O 2.4862 -1.9375 -0.3859
O 3.3364 -4.0094 -0.0913
C 3.5825 -4.0751 -1.5017
H 1.9046 -1.9591 3.2592
H 2.7281 -0.9058 2.0749
H 1.0994 -1.5083 1.7277
H 4.2662 -3.2848 -1.8055
H 2.6510 -3.9762 -2.0557
H 4.0262 -5.0510 -1.6698
*
```

This record from the Open Molecules 2025 dataset describes C5H5NO in the gas phase at a distorted geometry. The level of theory is ωB97M-V/def2-TZVPD.

Computed properties:
- SMILES: N#C[C@@H]1C[C@@H]1C=O
- E: -323.462662 Ha
- Orbital gap: 10.84 eV
- E_HOMO: -10.416 eV
- Energy relative to the best compared isomer or geometry (same formula, charge and spin): 35.8 kcal per mole

ORCA input file:
```
! wB97M-V def2-TZVPD RIJCOSX def2/J DEFGRID3
* xyz 0 1
N -2.8713 0.0913 -0.0621
C -1.8058 -0.2625 0.2183
C -0.4786 -0.6885 0.6028
C 0.5008 0.3491 1.1083
C 0.7210 -0.2888 -0.2217
C 0.5664 0.4982 -1.4991
O -0.0258 0.0804 -2.4615
H -0.4492 -1.6737 1.0581
H 0.1490 1.3772 1.1187
H 1.1323 0.0779 1.9476
H 1.4953 -1.0500 -0.2905
H 1.0659 1.4894 -1.5188
*
```